Here is a cluster of 6 separate species, C24H48O6 in total in a non-equilibrium geometry from the Open Molecules 2025 dataset. Energies are from wB97M-V/def2-TZVPD.

XYZ file:
```
78
Properties=species:S:1:pos:R:3:forces:R:3
C -7.5671 -4.5701 0.1651 0.446 0.086 1.031
C -7.9568 -4.4308 1.6386 -0.269 -1.059 1.340
C -8.4049 -5.8745 2.1102 2.763 -0.105 -0.991
O -8.7333 -6.5618 0.9149 -1.551 0.455 -2.142
C -7.8387 -6.0697 -0.1155 -0.987 0.904 -0.588
H -6.5320 -4.2677 0.0059 0.211 -0.448 0.107
H -8.1023 -3.7833 -0.3665 -0.528 -0.754 -0.581
H -8.7922 -3.7411 1.7590 0.103 0.038 0.124
H -7.1150 -4.1178 2.2564 -0.144 0.229 0.066
H -9.0107 -5.9764 3.0106 -0.978 0.166 -0.784
H -7.5803 -6.5650 2.2875 1.246 1.023 1.532
H -8.3033 -6.1097 -1.1007 -0.552 -0.514 0.197
H -6.9363 -6.6690 -0.2360 0.240 -0.020 0.688
C 7.0934 -7.9148 3.5639 -2.072 1.424 0.563
C 7.2819 -9.2547 3.1047 2.072 -3.935 -1.837
C 8.6806 -9.5772 3.6279 -0.393 0.246 0.298
O 9.3624 -8.3494 3.5376 1.416 0.096 -0.477
C 8.4510 -7.2751 3.6144 -0.233 -0.121 1.210
H 6.6519 -8.0730 4.5479 -0.276 1.108 0.145
H 6.4582 -7.4146 2.8329 -0.460 0.388 0.694
H 7.3013 -9.2890 2.0154 -0.178 -0.361 -0.122
H 6.7284 -10.0926 3.5286 -1.030 0.489 -0.334
H 9.2550 -10.3955 3.1937 -0.045 0.309 -0.543
H 8.5103 -9.8956 4.6563 0.364 0.221 0.634
H 8.5568 -6.5022 2.8530 0.551 -0.293 -0.204
H 8.5470 -6.8215 4.6009 0.283 0.430 -0.026
C -5.4895 1.9643 -2.8513 -0.673 -0.084 -0.100
C -6.5092 2.6385 -1.8659 -0.571 -1.024 -1.868
C -6.2020 4.1262 -2.0542 0.532 0.365 2.385
O -5.2422 4.3700 -3.0504 0.259 -1.843 -1.825
C -4.5138 3.1120 -3.1800 0.451 -0.464 1.938
H -5.9207 1.5095 -3.7431 -0.502 0.613 -0.223
H -5.0802 1.0655 -2.3901 0.730 0.400 0.283
H -6.4664 2.1672 -0.8840 0.727 0.792 0.320
H -7.5475 2.4155 -2.1115 -0.038 0.018 -0.614
H -5.7021 4.3860 -1.1211 -0.078 0.541 0.425
H -7.0586 4.7940 -2.1464 0.019 -0.204 -0.411
H -3.7801 3.1052 -2.3740 0.104 0.158 0.596
H -3.8204 2.9356 -4.0023 -0.955 0.729 -0.904
C -1.4628 8.8533 1.7956 0.249 -1.439 -0.167
C -0.7614 7.7421 0.9559 -0.828 1.086 -1.857
C -0.9671 8.3810 -0.4936 0.019 -0.538 1.413
O -2.1898 9.1111 -0.4609 -1.278 -0.458 1.170
C -2.6544 9.3322 0.9203 1.928 0.649 -0.187
H -0.6484 9.5558 1.9724 -0.537 0.550 0.123
H -1.7726 8.3865 2.7306 -0.152 0.485 0.196
H -1.2399 6.7630 0.9312 -0.413 0.137 0.330
H 0.2776 7.5423 1.2178 0.028 0.414 -0.013
H -1.0481 7.5829 -1.2315 0.118 0.237 -0.221
H -0.1990 9.1147 -0.7382 0.382 -0.297 -0.104
H -3.5959 8.9166 1.2792 -0.029 -1.057 -0.847
H -2.8821 10.3969 0.9732 0.512 0.232 0.163
C 1.6143 -3.1196 0.3366 2.550 -1.861 0.562
C 2.1330 -2.0480 1.2457 0.690 0.076 0.701
C 0.9704 -1.0797 1.3157 0.252 0.043 -0.778
O 0.0727 -1.4529 0.2269 -0.066 0.629 0.189
C 0.6572 -2.4667 -0.5491 -0.735 -1.547 -0.675
H 1.2016 -3.9815 0.8609 -0.380 0.298 0.362
H 2.4626 -3.5620 -0.1857 0.012 -0.033 -0.351
H 3.0137 -1.5463 0.8446 -0.088 0.015 -0.446
H 2.5114 -2.4279 2.1947 -0.474 -0.046 0.226
H 1.4005 -0.1039 1.0902 -0.600 0.371 0.291
H 0.4514 -1.1064 2.2738 -0.245 0.127 -0.239
H 1.0851 -2.2858 -1.5351 0.217 1.463 0.053
H -0.0102 -3.2879 -0.8105 -1.135 0.467 0.104
C 5.6353 4.2212 -2.3079 -0.754 0.336 -0.275
C 6.5990 5.0352 -3.1152 0.350 1.345 -0.539
C 5.7755 5.3197 -4.4165 1.634 0.502 1.145
O 5.2565 4.0869 -4.6189 -2.409 -4.553 -0.037
C 5.1074 3.2680 -3.4107 1.242 1.770 1.541
H 4.7421 4.7783 -2.0250 0.225 0.665 0.214
H 6.0582 3.8633 -1.3691 0.034 -0.681 -0.333
H 7.4063 4.3936 -3.4684 0.166 -0.143 0.129
H 7.0768 5.8364 -2.5515 -0.275 0.368 -0.259
H 6.3902 5.4272 -5.3102 0.233 0.966 0.185
H 4.9625 6.0446 -4.3737 0.260 0.566 0.318
H 5.8075 2.4341 -3.3609 -0.552 -0.481 -0.939
H 4.0901 3.0844 -3.0651 -0.155 -0.661 -1.148
```
Positions in Å, forces in eV/Å.

Results
HOMO level	-9.416	eV
Kohn-Sham gap	9.92	eV
SMILES	C1CCOC1.C1CCOC1.C1CCOC1.C1CCOC1.C1CCOC1.C1CCOC1
energy relative to the best compared isomer or geometry (same formula, charge and spin)	6.037	eV
charge	0
maximum force	5.15	eV Å⁻¹